Record 1
Molecular formula: C26H47AuCl2P
Method: DFT, wB97M-V/def2-TZVPD

Geometry as XYZ:
```
77
C26H47AuCl2P | the OMol25 dataset | wB97M-V/def2-TZVPD
Au 0.0292 0.7834 1.9904
Cl -2.4514 1.0368 1.7402
P -0.0478 0.3908 -0.4087
C -0.2704 1.1505 3.8582
H 0.5906 1.4741 4.4408
H -1.2772 1.4742 4.1217
C 1.3650 -0.5340 -1.1987
C -0.0191 2.1933 -0.8333
C 2.7158 0.1423 -0.9527
H 1.3511 -1.4900 -0.6419
C 3.8601 -0.7958 -1.3564
H 2.7810 1.0702 -1.5394
H 2.8185 0.4102 0.1043
C 3.7325 -1.2687 -2.8090
H 4.8165 -0.2797 -1.2109
H 3.8581 -1.6646 -0.6841
C 2.3320 -1.7945 -3.1478
H 3.9754 -0.4347 -3.4809
H 4.4706 -2.0546 -3.0050
C 1.2063 -0.8581 -2.6886
H 2.2428 -1.9549 -4.2287
H 2.1892 -2.7702 -2.6625
H 1.2360 0.0774 -3.2699
H 0.2377 -1.3314 -2.8969
C -1.6327 -0.3486 -1.0650
C 0.4733 2.5062 -2.2449
H -1.0859 2.4701 -0.7460
C 0.2740 4.0009 -2.5150
H 1.5388 2.2472 -2.3280
H -0.0587 1.9122 -3.0041
C 0.9141 4.9034 -1.4460
H 0.6853 4.2436 -3.5003
H -0.8060 4.1999 -2.5488
C 0.5597 4.4981 -0.0204
H 2.0058 4.8687 -1.5543
H 0.6040 5.9394 -1.6088
C 0.7732 3.0046 0.2007
H 1.1650 5.0502 0.7079
H -0.4944 4.7208 0.1964
H 1.8395 2.7444 0.1334
H 0.4462 2.8029 1.2402
C -1.6700 -1.8783 -0.9547
H -2.3624 0.0448 -0.3313
C -3.0538 -2.4159 -1.3461
H -0.9092 -2.3275 -1.6106
H -1.4246 -2.1832 0.0750
C -3.5410 -1.8815 -2.7003
H -3.0249 -3.5110 -1.3711
H -3.7715 -2.1249 -0.5661
C -3.4437 -0.3575 -2.8112
H -2.9482 -2.3392 -3.5040
H -4.5791 -2.1890 -2.8646
C -2.0529 0.1683 -2.4415
H -3.6875 -0.0350 -3.8297
H -4.1764 0.1056 -2.1358
H -1.3264 -0.1465 -3.2061
H -2.0680 1.2673 -2.4467
C 0.0792 -1.7154 2.8624
C -0.1970 -0.7100 3.7878
H 0.6318 -1.5033 1.9467
C -1.5299 -0.9371 4.5652
H 0.6261 -0.7623 4.5326
C -1.7770 -2.4284 4.8615
H -1.5242 -0.3618 5.5041
H -2.3373 -0.5158 3.9459
C -1.6011 -3.2834 3.6041
H -1.0391 -2.7573 5.6115
H -2.7686 -2.5462 5.3144
C -0.1392 -3.1233 3.1568
H -1.8613 -4.3243 3.8198
H -2.2831 -2.9092 2.8299
H 0.5190 -3.3579 4.0052
H 0.1524 -3.8469 2.3835
Cl 3.0006 -0.8752 2.3954
C 2.1683 0.6819 2.4571
H 2.2363 0.9846 3.5052
H 2.7402 1.3587 1.8183
```

Results
**ΔE to the lowest compared entry with this formula, charge and spin**: 19.8 kcal per mole
**E**: -65747.9972 eV
**Multiplicity**: 3
**Total charge**: -1

Löwdin atomic charge list, values in e, 5 entries:
1. Au 0.62
2. Cl -0.09
3. P 1.00
4. C -0.32
5. H -0.01

=====

Record 2
Molecular formula: C26H47BBrF3N3O4
Method: DFT, wB97M-V/def2-TZVPD

Geometry as XYZ:
```
85
C26H47BBrF3N3O4 | the OMol25 dataset | wB97M-V/def2-TZVPD
C 6.4247 -0.0862 -0.6507
C 5.4204 -0.6488 -1.0216
C 4.1587 -1.4197 -1.4582
C 2.9089 -0.4507 -1.7792
C 2.4303 0.1754 -0.4102
C 0.8667 0.2720 -0.1887
N 0.1175 -0.9371 -0.5629
C 0.0742 1.5259 -0.8701
C -0.9603 1.1728 -2.0538
C -0.2781 0.6760 -3.3946
C -1.3803 -0.1082 -4.2638
C -2.7951 0.6184 -4.2791
C -1.6365 -1.5819 -3.6735
C 0.8171 2.9098 -1.0428
Br 2.1667 2.9152 -2.5308
C -0.1568 4.1375 -1.4055
C 0.6478 5.4706 -0.9821
C -0.9947 1.7377 0.3253
N -0.6533 1.1025 1.4005
B -1.7114 1.2237 2.4985
O -2.7348 0.2639 2.6702
O -1.6718 2.3265 3.3744
C -2.6269 3.3427 2.9504
C 0.6495 0.2969 1.4286
C 1.5991 1.3091 2.1997
C 2.8540 0.6849 2.9496
C 2.5046 0.4924 4.4875
F 1.2410 -0.0285 4.7000
F 3.4603 -0.3052 5.1205
F 2.5430 1.7086 5.1831
O 0.1592 -0.8585 2.0622
C 1.0898 -1.9439 2.2168
C 0.4173 -3.3029 1.6766
N -1.0554 -3.2513 1.6611
C -1.4791 -4.5049 0.9494
C -3.0500 -4.6072 0.7614
C -3.7926 -3.6522 1.7859
O -3.4153 -4.1511 -0.5727
H 7.3387 0.5488 -0.5526
H 3.8026 -2.1023 -0.6209
H 4.3117 -2.0822 -2.3547
H 2.1658 -1.1064 -2.3089
H 3.2991 0.2868 -2.5337
H 2.9715 -0.3927 0.4101
H 2.8363 1.2345 -0.3234
H 0.2476 -1.2299 -1.5279
H -0.8560 -0.9294 -0.2672
H -1.7329 0.4103 -1.7158
H -1.5828 2.0809 -2.3396
H 0.0827 1.5596 -3.9869
H 0.5776 -0.0396 -3.2597
H -1.0632 -0.2181 -5.3466
H -3.4885 0.2646 -5.0917
H -3.3120 0.3550 -3.2987
H -2.6692 1.7368 -4.3136
H -2.3089 -1.5141 -2.7641
H -0.6669 -2.0709 -3.3728
H -2.2048 -2.2028 -4.4287
H 1.3965 3.2594 -0.1441
H -1.0998 4.1554 -0.7947
H -0.3238 4.1845 -2.5146
H 0.2441 6.3758 -1.5148
H 0.4380 5.5923 0.1310
H 1.7608 5.3548 -1.0726
H -1.9467 2.3297 0.2089
H -3.2708 0.2502 1.8455
H -2.0914 4.2545 2.5309
H -3.3341 2.9456 2.1671
H -3.1516 3.7009 3.8830
H 2.0304 2.0834 1.4902
H 1.0627 1.9342 2.9857
H 3.6627 1.4805 2.9436
H 3.2082 -0.3058 2.5702
H 2.0621 -1.8569 1.6657
H 1.2437 -2.1195 3.3288
H 0.8498 -4.2117 2.1791
H 0.7529 -3.3673 0.5827
H -1.4124 -2.5111 1.0506
H -1.0476 -5.4340 1.4194
H -1.0333 -4.4616 -0.1038
H -3.3912 -5.6764 0.8431
H -4.8829 -3.9217 1.8634
H -3.6542 -2.5943 1.3948
H -3.3318 -3.7064 2.8165
H -4.0823 -4.7638 -0.9410
```

Results
**ΔE to the lowest compared entry with this formula, charge and spin**: 106.2 kcal per mole
**E**: -119246.2364 eV
**Total charge**: +1
**SMILES string**: C#CCCC[C@]1(N)[C@](CCC(C)C)([C@@H](Br)CC)C=[N+](B(O)OC)[C@@]1(CCC(F)(F)F)OCCNC[C@@H](C)O

Löwdin atomic charge list, values in e, 5 entries:
1. C 0.08
2. C -0.13
3. C -0.19
4. C -0.19
5. C -0.12

=====

Record 3
Molecular formula: C26H47GeN6RuSe
Method: DFT, wB97M-V/def2-TZVPD

Geometry as XYZ:
```
82
C26H47GeN6RuSe | the OMol25 dataset | wB97M-V/def2-TZVPD
Ru 0.1881 -0.0181 1.6374
C 1.6814 -0.5102 3.1099
C 1.3223 0.8489 3.3333
C -0.0509 0.8577 3.7046
C -0.5427 -0.4691 3.7204
C 0.5298 -1.3223 3.3461
H 2.6623 -0.8692 2.8389
H 1.9807 1.6982 3.3102
H -0.6291 1.7343 3.9459
H -1.5380 -0.7700 4.0022
H 0.4876 -2.3980 3.2689
C 0.3093 -3.9723 -0.0335
N -1.0680 -3.6565 0.3167
C -2.0400 -4.7085 0.0215
C -1.4301 -2.4210 0.6936
N -0.7016 -1.3324 0.3282
C -0.2566 -1.2244 -1.0010
C -0.9225 -1.7565 -2.1067
C -0.4293 -1.5498 -3.3802
C 0.7187 -0.7822 -3.5678
C 1.3725 -0.2350 -2.4801
C 0.9034 -0.4713 -1.1852
N 1.4640 0.0846 -0.0170
C 2.7853 0.3429 0.0193
N 3.2411 1.4444 0.6422
C 4.5439 1.4968 1.2949
C 2.4945 2.6904 0.6338
N 3.6917 -0.4903 -0.5245
C 3.4437 -1.9149 -0.6834
C 4.8998 -0.0090 -1.1913
N -2.5066 -2.2686 1.4726
C -3.3150 -1.0567 1.4364
C -2.9484 -3.2862 2.4203
H 0.4735 -3.9174 -1.1117
H 0.5273 -4.9836 0.3081
H 0.9748 -3.2775 0.4707
H -1.8069 -5.1189 -0.9617
H -3.0444 -4.2958 -0.0088
H -1.9979 -5.5157 0.7529
H -1.8408 -2.3155 -1.9670
H -0.9515 -1.9635 -4.2322
H 1.0902 -0.5965 -4.5664
H 2.2434 0.3920 -2.6313
H 5.2681 2.0885 0.7326
H 4.9368 0.4936 1.4337
H 4.4191 1.9621 2.2740
H 1.5654 2.5514 0.0935
H 3.0887 3.4643 0.1429
H 2.2751 3.0277 1.6468
H 2.6635 -2.2265 0.0038
H 4.3631 -2.4508 -0.4479
H 3.1430 -2.1604 -1.7042
H 4.8982 1.0753 -1.2491
H 4.9149 -0.4072 -2.2075
H 5.7988 -0.3464 -0.6746
H -3.0845 -0.4814 0.5471
H -3.1382 -0.4346 2.3162
H -4.3666 -1.3435 1.4175
H -2.1589 -4.0141 2.5858
H -3.8496 -3.7987 2.0826
H -3.1744 -2.7956 3.3681
C -3.2224 1.2392 -2.4991
Ge -2.3385 2.9431 -2.1647
C -1.6398 3.7326 -3.7969
C -3.4742 4.1591 -1.1506
C -0.7483 2.5261 -1.0186
Se -1.3359 1.7783 0.6828
C -1.1822 3.4048 1.7278
H -4.1005 1.3857 -3.1278
H -3.5498 0.7773 -1.5669
H -2.5420 0.5580 -3.0116
H -2.4602 3.9616 -4.4772
H -0.9639 3.0409 -4.3000
H -1.1033 4.6583 -3.5905
H -4.3638 4.4122 -1.7268
H -2.9487 5.0891 -0.9295
H -3.8045 3.7037 -0.2151
H -0.1569 3.4163 -0.8073
H -0.1089 1.7898 -1.5016
H -1.6793 4.1897 1.1629
H -0.1407 3.6590 1.9035
H -1.7075 3.2581 2.6667
```

Results
**E**: -161097.1241 eV
**Multiplicity**: 2
**Total charge**: +2

Löwdin atomic charge list, values in e, 5 entries:
1. Ru 1.07
2. C -0.17
3. C -0.17
4. C -0.16
5. C -0.15

=====

Record 4
Molecular formula: C26H47LaO2Si2
Method: DFT, wB97M-V/def2-TZVPD

Geometry as XYZ:
```
78
C26H47LaO2Si2 | the OMol25 dataset | wB97M-V/def2-TZVPD
O -2.5890 2.8386 -2.1537
C -3.3804 2.4442 -3.3719
C -3.8760 3.7988 -3.7792
H -4.1919 1.7600 -3.1412
H -2.7639 2.0858 -4.1909
C -3.1174 4.1637 -2.4911
H -4.9592 3.9678 -3.7742
H -3.4521 4.1868 -4.7094
C -4.1627 4.6558 -1.5179
H -4.9033 3.8520 -1.3681
H -4.6406 5.5359 -1.9859
H -3.7262 4.9541 -0.5596
C -2.0570 5.2173 -2.7756
H -1.2794 4.8668 -3.4706
H -1.5676 5.5661 -1.8542
H -2.5799 6.0788 -3.2152
La 0.6088 0.1892 0.9007
C 3.2737 0.5905 0.9032
C 3.1182 -0.4887 -0.0316
C 2.4739 0.0085 -1.1974
H 3.4507 -1.5129 0.1266
C 2.2191 1.4103 -0.9974
C 2.7195 1.7536 0.2926
H 2.7224 2.7525 0.7266
H 3.7282 0.5264 1.8865
H 2.3166 -0.5463 -2.1190
H 1.8136 2.0882 -1.7373
C -0.0919 1.1410 3.3065
C 0.6510 2.1925 2.6649
C -0.1546 2.7109 1.5991
H 1.6492 2.5180 2.9481
C -1.3766 1.9669 1.5499
C -1.3456 1.0011 2.6119
H -2.1463 0.3171 2.8849
H 0.2497 0.5515 4.1524
H 0.0850 3.5731 0.9835
H -2.2109 2.1673 0.8891
O -2.5063 0.2606 -3.0273
C -1.1775 0.7540 -2.7674
C -0.2307 0.0342 -3.6683
H -0.8644 0.6180 -1.6970
H -1.1978 1.8120 -2.9928
C -0.9236 -1.3315 -3.8698
H 0.7374 -0.0789 -3.1935
H -0.0976 0.6159 -4.5909
C -2.3595 -1.1192 -3.2881
H -0.3673 -2.0422 -3.2481
H -0.9383 -1.7260 -4.8833
H -2.4671 -1.6740 -2.3349
H -3.2322 -1.3766 -3.8894
C -0.4020 -4.7022 1.9737
Si 0.4775 -3.2545 1.1593
C 1.8559 -4.0979 0.1824
C -0.6866 -2.4034 -0.0681
C 1.0766 -1.9441 2.3451
Si 2.5039 -2.3647 3.4340
C 4.1881 -2.6660 2.6150
C 2.7904 -0.9375 4.6331
C 2.3122 -3.9160 4.5109
H -0.5407 -5.5179 1.2505
H -1.3945 -4.4256 2.3506
H 0.1744 -5.1055 2.8148
H 1.4313 -4.9757 -0.3230
H 2.2815 -3.4488 -0.5903
H 2.6698 -4.4546 0.8232
H -1.2951 -1.5431 0.2999
H -0.2345 -2.1593 -1.0484
H -1.4299 -3.1938 -0.2703
H 0.2088 -1.6588 2.9975
H 4.5156 -1.8390 1.9742
H 4.9258 -2.7578 3.4285
H 4.2345 -3.5950 2.0323
H 2.1422 -1.0405 5.5149
H 3.8339 -0.9633 4.9818
H 2.6068 0.0420 4.1741
H 1.5675 -3.7582 5.3046
H 2.0318 -4.8217 3.9554
H 3.2728 -4.1266 5.0101
```

Results
**ΔE to the lowest compared entry with this formula, charge and spin**: 0.0 kcal per mole
**E**: -48433.8567 eV

Löwdin atomic charge list, values in e, 5 entries:
1. O -0.10
2. C -0.17
3. C -0.10
4. H 0.13
5. H 0.12

=====

Record 5
Molecular formula: C26H47O2Si2Zr
Method: DFT, wB97M-V/def2-TZVPD

Geometry as XYZ:
```
78
C26H47O2Si2Zr | the OMol25 dataset | wB97M-V/def2-TZVPD
O -3.4468 -3.4533 1.6964
C -2.8076 -4.7182 2.0727
C -4.1053 -5.4853 2.1698
H -2.3209 -4.6062 3.0313
H -2.1789 -5.1453 1.2960
C -4.7520 -4.1437 1.7822
H -4.3173 -5.8769 3.1634
H -4.1710 -6.2973 1.4409
C -5.5415 -3.4883 2.8971
H -4.8792 -3.3253 3.7610
H -6.4275 -4.0897 3.1400
H -5.8641 -2.4913 2.5777
C -5.4402 -4.1713 0.4282
H -4.7600 -4.5127 -0.3707
H -5.7592 -3.1612 0.1299
H -6.3278 -4.8208 0.4884
Zr 0.1223 1.3724 -0.5215
C 0.1995 1.5375 -2.8046
C 1.3611 0.7050 -2.5533
C 0.9176 -0.6337 -2.3475
H 2.3947 1.0202 -2.5808
C -0.4935 -0.6478 -2.4355
C -0.9478 0.6793 -2.6711
H -1.9754 0.9616 -2.8853
H 0.2194 2.5792 -3.1239
H 1.5718 -1.5017 -2.2213
H -1.1371 -1.5285 -2.4272
C -0.8046 3.4858 0.0872
C -1.6233 2.9404 -0.9631
C -2.3076 1.8087 -0.4243
H -1.7890 3.4143 -1.9171
C -1.8810 1.6227 0.9294
C -1.0086 2.7091 1.2629
H -0.6127 2.9331 2.2426
H -0.1681 4.3534 -0.0106
H -3.1226 1.2736 -0.8928
H -2.2455 0.8596 1.6087
O -1.2716 -1.5149 1.2798
C -1.9117 -2.0937 0.1313
C -1.0919 -3.2786 -0.3825
H -2.2639 -1.3907 -0.6335
H -2.8452 -2.4880 0.5926
C -0.2121 -3.5766 0.8297
H -0.5246 -2.9040 -1.2479
H -1.7512 -4.0980 -0.7168
C 0.0931 -2.1420 1.2844
H 0.6488 -4.2461 0.6392
H -0.7439 -3.9752 1.7087
H 0.8092 -1.6691 0.5497
H 0.5114 -2.0455 2.2968
C 3.1656 3.4471 -2.9899
Si 2.7488 3.8627 -1.1930
C 4.3606 4.5233 -0.4360
C 1.6596 5.3880 -1.3451
C 2.0514 2.4622 -0.1026
Si 3.4685 1.3293 0.4261
C 4.3746 2.1242 1.8738
C 2.9782 -0.3706 1.0463
C 4.7253 0.9672 -0.9272
H 3.4779 4.3936 -3.4617
H 2.3083 3.0692 -3.5605
H 3.9960 2.7394 -3.1044
H 4.5749 5.4872 -0.9261
H 4.2542 4.7080 0.6427
H 5.2287 3.8672 -0.5931
H 0.6821 5.1655 -1.7911
H 1.5182 5.8771 -0.3707
H 2.1795 6.0981 -2.0106
H 1.7958 2.9269 0.8874
H 3.6750 2.6068 2.5701
H 4.8992 1.3250 2.4166
H 5.1155 2.8643 1.5492
H 2.7451 -1.0578 0.2214
H 3.8538 -0.7879 1.5741
H 2.1452 -0.3466 1.7642
H 4.2951 0.3442 -1.7230
H 5.1736 1.8630 -1.3737
H 5.5325 0.3884 -0.4498
```

Results
**ΔE to the lowest compared entry with this formula, charge and spin**: 0.0 kcal per mole
**E**: -48848.5979 eV
**Total charge**: +1

Löwdin atomic charge list, values in e, 5 entries:
1. O -0.15
2. C -0.16
3. C -0.07
4. H 0.13
5. H 0.11

=====

Record 6
Molecular formula: C26H48BGeIrN6S3Se
Method: DFT, wB97M-V/def2-TZVPD

Geometry as XYZ:
```
87
C26H48BGeIrN6S3Se | the OMol25 dataset | wB97M-V/def2-TZVPD
Ir 0.2473 -0.4900 0.4183
C -0.9453 1.9456 6.3112
C -0.9975 0.9938 5.1215
C -2.2002 0.0657 5.2694
C 0.3223 0.2329 5.0292
N -1.1845 1.8140 3.8553
C -1.2864 3.1844 3.8416
C -1.5394 3.5625 2.5684
N -1.6093 2.4275 1.7962
B -2.0149 2.5588 0.3107
N -0.8109 2.8721 -0.6264
C -0.9944 3.7440 -1.6729
C 0.2118 3.9953 -2.2305
N 1.1479 3.2641 -1.5415
C 0.5047 2.5858 -0.5694
S 1.2733 1.5175 0.5895
C 2.6456 3.3523 -1.8008
C 3.3158 3.8549 -0.5253
C 3.1567 1.9829 -2.2307
C 2.8869 4.3556 -2.9228
N -2.9322 1.3795 -0.2028
C -4.2682 1.4800 -0.0547
C -4.8607 0.4172 -0.7055
N -3.8826 -0.3148 -1.2709
C -2.6882 0.2680 -0.9431
S -1.1449 -0.2815 -1.3931
C -4.1256 -1.5514 -2.1372
C -5.6294 -1.7815 -2.2146
C -3.5728 -1.2594 -3.5290
C -3.4639 -2.7571 -1.4735
C -1.3709 1.3751 2.5957
S -1.3368 -0.2933 2.0746
H -0.8173 1.3428 7.2081
H -1.8705 2.5084 6.4319
H -0.1001 2.6321 6.2576
H -2.1068 -0.4873 6.2030
H -2.2618 -0.6642 4.4633
H -3.1282 0.6360 5.3092
H 0.5316 -0.2143 5.9999
H 1.1415 0.9145 4.7929
H 0.2784 -0.5706 4.2965
H -1.1987 3.7822 4.7282
H -1.7037 4.5427 2.1583
H -2.7247 3.5155 0.2472
H -1.9611 4.1492 -1.9116
H 0.4686 4.6536 -3.0372
H 3.2087 3.1584 0.3065
H 2.9165 4.8252 -0.2301
H 4.3821 3.9742 -0.7130
H 3.0875 1.2511 -1.4296
H 4.2063 2.0790 -2.5067
H 2.6114 1.6237 -3.1046
H 2.5402 5.3562 -2.6664
H 2.4420 4.0393 -3.8661
H 3.9624 4.4187 -3.0782
H -4.7284 2.3044 0.4625
H -5.9039 0.1790 -0.8037
H -6.1516 -0.9598 -2.7054
H -6.0726 -1.9742 -1.2370
H -5.7917 -2.6702 -2.8215
H -4.0511 -0.3824 -3.9649
H -3.7883 -2.1123 -4.1712
H -2.4936 -1.1163 -3.5301
H -3.7894 -2.8639 -0.4380
H -2.3771 -2.7160 -1.5134
H -3.7747 -3.6510 -2.0121
C 2.2829 -1.3237 -1.6913
Ge 3.7179 -2.1592 -0.6381
C 5.0366 -0.7994 -0.1925
C 4.4690 -3.7357 -1.4758
C 2.8221 -2.8644 1.0108
Se 1.6434 -1.7713 2.0921
C 2.9747 -0.5589 2.8472
H 2.6788 -0.6060 -2.4053
H 1.6173 -0.7370 -1.0172
H 1.6580 -2.0438 -2.2184
H 5.5833 -0.5311 -1.0969
H 5.7631 -1.1789 0.5260
H 4.5852 0.1113 0.2032
H 5.0190 -3.4691 -2.3775
H 3.6950 -4.4537 -1.7424
H 5.1653 -4.2114 -0.7853
H 3.5815 -3.2003 1.7209
H 2.2196 -3.7377 0.7555
H 3.8684 -0.6121 2.2346
H 3.1709 -0.9055 3.8582
H 2.5753 0.4507 2.8624
```

Results
**ΔE to the lowest compared entry with this formula, charge and spin**: 0.0 kcal per mole
**E**: -194544.4041 eV
**Multiplicity**: 2
**Total charge**: +3

Löwdin atomic charge list, values in e, 5 entries:
1. Ir 0.34
2. C -0.03
3. C -0.52
4. C -0.02
5. C -0.03

=====

Look up the E of the fourth one.
-48433.8567 eV

=====

Among the records above, which one has the lowest E?
C26H48BGeIrN6S3Se